1.
{"formula": "C9H15BeBrFNO10S2", "method": "the ωB97M-V functional and the def2-TZVPD basis", "fmax_ha_per_bohr": 0.1242, "homo_lumo_gap_ev": 1.30, "homo_energy_ev": -6.90, "elements": ["O", "C", "F", "C", "S", "O", "O", "N", "S", "O", "O", "H", "H", "H", "O", "C", "O", "C", "C", "C", "H", "H", "H", "H", "H", "H", "H", "H", "Be", "C", "C", "O", "C", "O", "O", "H", "H", "H", "H", "Br"], "xyz": [[1.4267, 1.1600, 2.6874], [0.2702, 1.5298, 2.3827], [-0.3677, 2.4148, 3.3178], [-0.4986, 1.0246, 1.0770], [0.4690, 1.1493, -0.5021], [0.3047, -0.2139, -1.2155], [1.9608, 1.2916, -0.2460], [-0.1407, 2.3140, -1.6107], [0.1368, 3.9115, -1.0499], [-0.6211, 4.0824, 0.2394], [1.6381, 4.1633, -0.9438], [-1.4656, 1.6424, 0.9861], [-0.7863, -0.0755, 1.2679], [-0.3645, 4.8930, -1.9306], [0.1470, -2.4480, 2.2367], [1.1405, -2.8733, 1.6982], [1.6693, -4.0653, 2.0907], [2.7468, -4.7464, 1.4038], [4.0968, -4.2155, 1.8418], [1.8589, -2.0640, 0.6598], [2.6073, -4.7028, 0.3219], [2.6697, -5.7992, 1.6813], [4.2112, -3.1569, 1.6002], [4.9030, -4.7695, 1.3565], [4.2089, -4.3055, 2.9247], [2.4933, -1.3273, 1.1584], [1.1152, -1.5426, 0.0497], [2.4592, -2.6585, -0.0255], [2.3515, 4.0207, -2.9716], [-4.9125, 1.7829, -3.1114], [-3.8387, 1.1819, -2.2569], [-3.0905, 2.3135, -1.8372], [-3.9188, 3.3909, -1.9144], [-3.6585, 4.4765, -1.4770], [-5.0808, 3.0770, -2.5518], [-5.8448, 1.2174, -3.0694], [-4.6068, 1.8870, -4.1567], [-4.2401, 0.6760, -1.3736], [-3.2085, 0.4830, -2.8095], [1.7594, -5.1194, 4.0718]]}

***

2.
{"formula": "C17H28B2F3N4O4", "method": "the ωB97M-V functional and the def2-TZVPD basis", "fmax_ha_per_bohr": 0.0996, "charge": -1, "homo_lumo_gap_ev": 6.04, "homo_energy_ev": -3.68, "elements": ["C", "C", "C", "N", "B", "C", "C", "C", "C", "C", "C", "C", "C", "O", "C", "N", "N", "C", "C", "C", "C", "B", "N", "O", "C", "F", "F", "F", "O", "H", "H", "H", "H", "H", "H", "H", "H", "H", "H", "H", "H", "H", "H", "H", "H", "H", "H", "H", "H", "H", "H", "H", "H", "H", "H", "O", "H", "H"], "xyz": [[2.3605, -0.6665, 3.3798], [2.5042, -0.1024, 1.8599], [3.4221, -1.0131, 0.8831], [1.9315, 1.0213, 1.5127], [0.5959, 0.8125, 0.7959], [0.4065, 1.5541, -0.6818], [1.7224, 1.4191, -1.5980], [1.4701, 0.7843, -3.0441], [0.2177, -0.0038, -3.4882], [0.1879, -0.5832, -4.9362], [1.3547, -0.4190, -5.9460], [2.6206, 0.4028, -5.5235], [2.6353, 0.9700, -4.0890], [0.0294, -0.5571, 0.9588], [-1.4108, -0.6348, 1.1277], [-1.8616, -0.8003, -0.2810], [-1.9493, -1.5090, 2.2056], [-2.2658, -2.7258, 1.8002], [-1.2364, -3.9197, 2.1820], [-3.5887, -3.1594, 1.0141], [-1.6454, 0.8829, 1.7060], [-2.8241, 1.7826, 0.9655], [-2.4929, 3.0885, 0.2617], [-4.2187, 1.3886, 0.9205], [-2.0036, 1.0755, 3.2606], [-1.9373, 2.4950, 3.5168], [-3.3172, 0.6856, 3.6339], [-1.0288, 0.5115, 4.1555], [-0.3847, 1.6053, 1.6231], [2.4174, -1.8203, 3.3354], [3.3305, -0.3312, 3.9154], [1.4134, -0.2866, 3.8863], [3.9869, -1.8290, 1.4792], [2.7938, -1.5016, 0.0592], [4.1804, -0.3194, 0.3748], [-0.5569, 1.2577, -1.2176], [0.2943, 2.6787, -0.4303], [2.4350, 0.6863, -1.0526], [2.3143, 2.4057, -1.6798], [-0.6626, -0.1548, -2.7611], [-0.7388, -1.1827, -5.2573], [1.3097, -0.8850, -6.9839], [3.5063, 0.5385, -6.2454], [3.5718, 1.5640, -3.7811], [-2.8851, -0.8750, -0.3726], [-1.3911, -1.6300, -0.6949], [-1.1543, -4.7155, 1.3689], [-0.2436, -3.5078, 2.5552], [-1.7229, -4.4495, 3.0928], [-4.1618, -2.1926, 0.7475], [-3.2646, -3.5996, -0.0064], [-4.2713, -3.8714, 1.5894], [-2.5062, 2.8306, -0.7498], [-3.2848, 3.7516, 0.3548], [-4.2875, 0.4158, 1.0755], [3.1545, 4.2500, -0.5430], [3.0862, 3.7641, 0.2912], [4.0438, 4.6234, -0.5250]]}